A structure of composition C19H15BrClN2O3V in a non-equilibrium geometry. Source: the OMol25 dataset; level of theory: the ωB97M-V functional and the def2-TZVPD basis.

Geometry (Å):
V 0.257 -0.947 -0.009
Br 5.765 4.008 0.099
C 4.535 2.595 -0.033
C 4.988 1.281 -0.185
C 4.095 0.230 -0.248
C 2.733 0.484 -0.155
O 1.789 -0.447 -0.136
C 2.263 1.815 -0.048
C 0.849 2.048 -0.071
N -0.071 1.125 -0.045
C -1.434 1.487 -0.179
C -1.993 2.739 -0.047
C -3.363 2.930 -0.282
C -4.173 1.879 -0.617
C -3.633 0.581 -0.752
C -4.386 -0.552 -1.125
C -3.747 -1.753 -1.318
C -2.374 -1.847 -1.104
N -1.632 -0.817 -0.684
C -2.250 0.400 -0.538
C 3.179 2.864 0.027
H 6.051 1.091 -0.250
H 4.445 -0.788 -0.367
H 0.554 3.090 -0.169
H -1.400 3.595 0.243
H -3.774 3.927 -0.207
H -5.231 2.026 -0.788
H -5.456 -0.460 -1.268
H -4.287 -2.639 -1.618
H -1.884 -2.796 -1.264
H 2.828 3.882 0.138
C -0.091 -0.739 2.061
H -0.196 -1.731 2.492
H -1.029 -0.187 2.152
H 0.719 -0.202 2.551
Cl 2.459 -2.903 1.404
C 1.584 -4.307 0.763
C 0.232 -3.910 0.177
O -0.609 -4.684 -0.137
O 0.073 -2.564 0.025
H 1.436 -5.044 1.548
H 2.176 -4.758 -0.033

Properties
- Spin multiplicity: 1
- Net charge: +2
- Gap between HOMO and LUMO: 6.068 eV
- Total energy: -5045.90939 hartree

Results of the Mulliken charge analysis, in e, for atoms 1 through 8:
1. V 1.088
2. Br -0.081
3. C -0.304
4. C -0.401
5. C -0.849
6. C 0.263
7. O -0.066
8. C -0.006

---

A structure of composition C4H6FN in a non-equilibrium geometry. Source: the OMol25 dataset; level of theory: the ωB97M-V functional and the def2-TZVPD basis.

Geometry (Å):
C -2.752 -0.604 0.068
C -1.653 -0.125 0.149
C 1.075 -0.572 0.801
C -0.397 0.571 0.084
N 0.093 1.100 -1.191
F -0.374 1.668 0.946
H -3.639 -1.173 0.008
H 1.944 -0.077 0.244
H 0.986 -0.256 1.769
H 0.717 -1.508 0.440
H -0.627 1.088 -1.941
H 0.462 2.026 -1.097

Properties
- Spin multiplicity: 1
- Gap between HOMO and LUMO: 10.101 eV
- Total energy: -310.49853 hartree

Results of the Mulliken charge analysis, in e, for atoms 1 through 8:
1. C 0.254
2. C -0.834
3. C -0.981
4. C 0.513
5. N -0.573
6. F -0.307
7. H 0.464
8. H 0.253